1.
{"formula": "C36H84N3O13", "method": "ωB97M-V/def2-TZVPD", "species": ["C", "N", "C", "N", "C", "C", "O", "C", "C", "C", "C", "C", "O", "C", "C", "C", "C", "C", "N", "C", "C", "O", "H", "H", "H", "H", "H", "H", "H", "H", "H", "H", "H", "H", "H", "H", "H", "H", "H", "H", "H", "H", "H", "H", "H", "H", "H", "H", "H", "H", "H", "H", "H", "H", "H", "H", "C", "O", "C", "C", "O", "C", "H", "H", "H", "H", "H", "H", "H", "H", "H", "H", "C", "O", "C", "C", "O", "C", "H", "H", "H", "H", "H", "H", "H", "H", "H", "H", "C", "O", "C", "C", "O", "C", "H", "H", "H", "H", "H", "H", "H", "H", "H", "H", "C", "O", "C", "C", "O", "C", "H", "H", "H", "H", "H", "H", "H", "H", "H", "H", "C", "O", "C", "C", "O", "C", "H", "H", "H", "H", "H", "H", "H", "H", "H", "H"], "coordinates": [[2.4790, -3.6076, -0.3342], [1.9586, -3.1816, -1.6715], [0.4923, -2.9797, -1.6993], [0.0499, -1.5464, -1.8752], [-1.3670, -1.4932, -1.2995], [-2.0748, -0.0693, -1.4849], [-3.1805, 0.0280, -2.0738], [-0.0775, -1.0841, -3.3048], [0.9855, -1.6632, -4.3397], [2.4743, -1.0998, -4.2044], [2.6078, 0.4957, -4.4356], [3.8618, 0.9648, -3.5396], [3.9600, 2.4196, -3.5683], [2.9568, 2.9760, -2.6838], [0.9266, -0.5391, -1.1645], [0.9701, -0.7073, 0.4290], [0.2868, 0.4859, 1.2506], [1.2832, 1.3025, 2.2022], [2.1924, 0.4600, 3.0323], [3.5952, 0.7947, 2.8029], [4.6695, -0.1157, 2.0671], [3.9741, 1.9283, 3.1976], [1.7043, -4.0469, 0.3711], [3.3127, -4.3743, -0.5387], [3.0317, -2.7006, 0.1111], [2.1286, -3.9829, -2.3034], [-0.0211, -3.4376, -0.7747], [0.0878, -3.5989, -2.5815], [-1.4300, -1.8741, -0.2323], [-1.9681, -2.2431, -1.9342], [-1.6033, 0.8828, -1.0739], [-1.1169, -1.3516, -3.7233], [-0.0260, 0.0624, -3.3858], [0.6203, -1.3410, -5.3849], [1.0157, -2.8134, -4.3970], [3.0715, -1.5755, -5.0682], [3.0227, -1.3996, -3.2559], [2.9357, 0.6482, -5.5286], [1.6551, 1.0771, -4.2278], [3.7406, 0.6439, -2.4488], [4.8429, 0.4902, -3.9019], [3.4872, 3.5158, -1.8195], [2.2511, 2.1969, -2.2349], [2.3001, 3.7016, -3.2882], [2.0188, -0.5781, -1.5200], [0.6010, 0.5461, -1.3636], [2.0606, -0.7890, 0.7760], [0.4732, -1.6804, 0.7932], [-0.2145, 1.2689, 0.5678], [-0.5702, 0.1010, 1.9340], [0.6203, 1.8981, 2.9312], [1.8668, 2.1011, 1.6130], [2.0017, -0.5450, 2.9498], [4.3626, -1.2000, 1.9207], [5.6455, -0.0978, 2.6655], [4.9303, 0.3679, 1.0553], [8.0912, 2.7026, 0.7048], [8.8498, 3.4143, 1.6684], [8.8716, 4.8181, 1.4138], [7.9125, 5.5620, 2.3349], [6.5562, 5.2355, 2.0405], [6.0088, 4.3073, 2.9688], [7.9442, 1.6844, 1.0720], [7.1099, 3.1583, 0.5423], [8.6394, 2.6563, -0.2415], [8.6486, 5.0281, 0.3626], [9.8911, 5.1627, 1.6156], [8.0255, 6.6376, 2.1655], [8.1437, 5.3612, 3.3864], [5.8091, 4.8095, 3.9205], [6.6734, 3.4564, 3.1332], [5.0668, 3.9371, 2.5650], [-4.1063, -0.4558, 6.3594], [-4.7706, 0.2769, 5.3395], [-3.9450, 1.2907, 4.7723], [-3.3902, 0.8578, 3.4211], [-2.4669, -0.2230, 3.5617], [-3.0452, -1.4741, 3.2157], [-4.7096, -1.3340, 6.5977], [-3.1161, -0.7921, 6.0393], [-4.0148, 0.1586, 7.2601], [-3.1379, 1.5671, 5.4584], [-4.5772, 2.1725, 4.6261], [-2.8362, 1.6951, 2.9839], [-4.1991, 0.5932, 2.7314], [-3.1522, -1.5460, 2.1275], [-4.0174, -1.6180, 3.6915], [-2.3731, -2.2650, 3.5541], [3.6494, 1.7556, -11.3333], [4.3637, 2.7177, -10.5717], [3.7950, 2.9208, -9.2810], [4.5937, 2.1955, -8.2049], [4.4872, 0.7783, -8.3488], [5.6431, 0.2102, -8.9503], [4.2496, 1.5005, -12.2086], [3.4627, 0.8417, -10.7621], [2.6998, 2.1800, -11.6735], [2.7439, 2.6141, -9.2641], [3.8336, 3.9967, -9.0814], [4.1752, 2.4487, -7.2250], [5.6420, 2.5116, -8.2140], [6.4678, 0.1982, -8.2309], [5.9443, 0.7558, -9.8470], [5.4097, -0.8181, -9.2320], [-5.1502, -2.6380, -0.1520], [-4.3663, -3.8208, -0.0684], [-5.1530, -4.9745, 0.2318], [-5.4035, -5.8129, -1.0155], [-6.2414, -5.1245, -1.9410], [-5.5096, -4.5613, -3.0194], [-4.5341, -1.8474, -0.5866], [-6.0281, -2.7784, -0.7881], [-5.4629, -2.3283, 0.8500], [-6.0957, -4.6905, 0.7097], [-4.5808, -5.5728, 0.9483], [-5.9325, -6.7257, -0.7250], [-4.4593, -6.1072, -1.4868], [-5.1943, -5.3522, -3.7071], [-4.6356, -4.0049, -2.6711], [-6.1670, -3.8743, -3.5546], [-7.0894, 0.6930, 7.4984], [-8.2717, 1.4306, 7.7714], [-9.4403, 0.7893, 7.2655], [-10.2084, 0.0833, 8.3759], [-9.4716, -1.0236, 8.8914], [-8.8472, -0.7266, 10.1325], [-6.2758, 1.1250, 8.0853], [-7.1942, -0.3607, 7.7741], [-6.8356, 0.7748, 6.4386], [-9.1859, 0.0926, 6.4598], [-10.0764, 1.5737, 6.8422], [-11.1378, -0.3188, 7.9601], [-10.4732, 0.7832, 9.1756], [-9.5978, -0.6994, 10.9283], [-8.3097, 0.2238, 10.1000], [-8.1328, -1.5217, 10.3528]], "charge": 1, "e_tot_ev": -69764.413, "molar_mass_g_mol": 767.1, "fmax_ha_per_bohr": 0.091, "lumo_energy_ev": -3.21, "homo_lumo_gap_ev": 7.04}

2.
{"formula": "C36H85Br2N11O15P5Si", "method": "ωB97M-V/def2-TZVPD", "species": ["C", "C", "O", "C", "N", "C", "C", "C", "O", "Si", "C", "C", "C", "C", "P", "O", "O", "O", "C", "C", "O", "O", "P", "O", "O", "O", "C", "C", "O", "N", "O", "C", "C", "Br", "C", "C", "Br", "H", "H", "H", "H", "H", "H", "H", "H", "H", "H", "H", "H", "H", "H", "H", "H", "H", "H", "H", "H", "H", "H", "H", "H", "H", "H", "H", "H", "H", "H", "H", "O", "P", "N", "C", "C", "N", "C", "C", "N", "C", "C", "H", "H", "H", "H", "H", "H", "H", "H", "H", "H", "H", "H", "H", "H", "H", "H", "H", "H", "O", "P", "N", "C", "C", "N", "C", "C", "N", "C", "C", "H", "H", "H", "H", "H", "H", "H", "H", "H", "H", "H", "H", "H", "H", "H", "H", "H", "H", "O", "P", "N", "C", "C", "N", "C", "C", "N", "C", "C", "H", "H", "H", "H", "H", "H", "H", "H", "H", "H", "H", "H", "H", "H", "H", "H", "H", "H"], "coordinates": [[6.0925, 3.5122, 1.6917], [5.1380, 3.1203, 0.4238], [4.0843, 2.3099, 0.9586], [3.3050, 1.5723, 0.0169], [4.0119, 0.9935, -1.1629], [4.0564, 1.7999, -2.3884], [3.4210, 3.2865, -2.4664], [1.9314, 3.2565, -3.1211], [0.9619, 2.6223, -2.2600], [-0.5932, 2.4541, -3.0227], [-1.6153, 1.2779, -1.8631], [-0.5431, 1.5757, -4.7280], [-1.5971, 4.1134, -3.0503], [4.7138, 1.3200, -3.7115], [4.8241, 2.2309, -5.3390], [6.3040, 2.6885, -5.4918], [4.4560, 1.2505, -6.7032], [3.8693, 3.6102, -5.5048], [5.3807, -0.1127, -3.7121], [6.1390, -0.7113, -5.0126], [5.4265, -1.3533, -5.8048], [7.5361, -0.4995, -5.1083], [8.0824, -0.4150, -6.7283], [9.6305, -0.4155, -6.6559], [7.6753, 1.0757, -7.4948], [7.6495, -1.7380, -7.6888], [5.2848, -0.9593, -2.3930], [5.9224, -2.4129, -2.4865], [7.3445, -2.3678, -2.1057], [8.0608, -3.3158, -2.7920], [7.8026, -4.4047, -2.3642], [4.5919, -0.3530, -1.1168], [4.5378, -1.3087, 0.1529], [5.3290, -0.4770, 1.8136], [3.0399, -1.9454, 0.4183], [1.9849, -1.5501, -0.7401], [2.3470, -1.5356, 2.2579], [5.4700, 3.6504, 2.6556], [6.6988, 4.4439, 1.4353], [6.8349, 2.6452, 1.7988], [5.8381, 2.6218, -0.3273], [4.8004, 4.1474, 0.0038], [2.8314, 0.6939, 0.6064], [2.3878, 2.2240, -0.2612], [3.2867, 3.7748, -1.4466], [4.1323, 3.9887, -3.0475], [1.9785, 2.6302, -4.0952], [1.6222, 4.3149, -3.4307], [-2.6747, 1.1171, -2.2876], [-1.0203, 0.3108, -1.7419], [-1.7450, 1.8132, -0.8533], [-1.6142, 1.4867, -5.1517], [-0.2205, 0.4815, -4.5230], [0.1895, 2.0392, -5.4716], [-2.2629, 4.1114, -2.1064], [-0.9170, 5.0363, -2.9502], [-2.3003, 4.1687, -3.9516], [5.1774, 1.3326, -7.3708], [4.4557, 4.3277, -5.8680], [8.2286, 1.7245, -6.9780], [8.2049, -1.7287, -8.5139], [5.4212, -3.1899, -1.7894], [5.8420, -2.8931, -3.5374], [5.2011, -2.2479, 0.0398], [3.1047, -3.0993, 0.3882], [1.0904, -2.2711, -0.5953], [2.3742, -1.7714, -1.8014], [1.5584, -0.4974, -0.6419], [-0.5221, 0.9019, 2.5441], [-1.5721, 0.4724, 3.5874], [-2.6772, 1.6910, 3.0501], [-3.6256, 2.4725, 3.8249], [-3.1914, 1.4967, 1.6912], [-0.6523, 1.1166, 4.9050], [-1.0874, 2.2049, 5.7608], [0.7981, 1.2133, 4.7318], [-2.7593, -0.0900, 4.7819], [-2.1852, -1.0363, 5.7744], [-3.8740, -0.8441, 4.1619], [-4.4853, 1.8922, 4.1771], [-4.0254, 3.2992, 3.2284], [-3.1803, 2.9638, 4.6821], [-3.9618, 0.7192, 1.6537], [-2.3968, 1.2016, 1.0019], [-3.6172, 2.4183, 1.2826], [-1.0667, 3.1664, 5.2390], [-0.4417, 2.2906, 6.6428], [-2.0812, 2.0234, 6.1758], [1.0741, 2.0887, 4.1319], [1.1962, 0.3195, 4.2519], [1.3073, 1.2902, 5.6979], [-1.7278, -1.8981, 5.2784], [-2.9606, -1.3995, 6.4571], [-1.4352, -0.5752, 6.4144], [-3.5037, -1.6753, 3.5537], [-4.4972, -0.2155, 3.5265], [-4.5501, -1.2418, 4.9239], [-3.4714, -1.5544, 9.4365], [-4.5063, -2.0348, 10.4702], [-5.6513, -0.8389, 9.9659], [-6.6256, -0.1117, 10.7610], [-6.1582, -1.0115, 8.6012], [-3.6058, -1.4067, 11.8065], [-4.0708, -0.3593, 12.6967], [-2.1592, -1.2652, 11.6348], [-5.6738, -2.6778, 11.6443], [-5.0665, -3.6345, 12.6057], [-6.7617, -3.4494, 10.9983], [-7.4657, -0.7300, 11.0954], [-7.0524, 0.7178, 10.1876], [-6.1973, 0.3697, 11.6324], [-6.9023, -1.8128, 8.5406], [-5.3537, -1.2601, 7.9049], [-6.6141, -0.0934, 8.2185], [-4.0781, 0.6185, 12.2060], [-3.4268, -0.2834, 13.5809], [-5.0588, -0.5822, 13.1059], [-1.9073, -0.3646, 11.0628], [-1.7390, -2.1345, 11.1257], [-1.6512, -1.2055, 12.6027], [-4.5787, -4.4632, 12.0832], [-5.8293, -4.0465, 13.2746], [-4.3332, -3.1668, 13.2604], [-6.3627, -4.2466, 10.3633], [-7.4063, -2.8220, 10.3835], [-7.4237, -3.8954, 11.7458], [-1.5492, -0.8350, -7.0239], [-1.5673, -0.8257, -8.5633], [-2.5984, -2.2134, -8.6181], [-2.6256, -3.2960, -9.5866], [-3.9455, -1.9990, -8.0794], [0.0764, -1.3545, -8.6811], [0.5003, -2.6078, -9.2771], [0.9625, -1.0488, -7.5577], [-1.5910, -0.7200, -10.3362], [-0.5773, 0.2223, -10.8775], [-2.8808, -0.2084, -10.8568], [-3.0252, -2.9993, -10.5624], [-3.2489, -4.1215, -9.2277], [-1.6568, -3.7545, -9.7476], [-4.5808, -1.4448, -8.7783], [-3.9169, -1.4328, -7.1456], [-4.4431, -2.9441, -7.8427], [0.2401, -3.4655, -8.6497], [1.5867, -2.6219, -9.4265], [0.0922, -2.7390, -10.2816], [0.8144, -1.7475, -6.7255], [0.7992, -0.0314, -7.1965], [2.0140, -1.0986, -7.8595], [-0.6995, 1.2222, -10.4497], [-0.6627, 0.2976, -11.9665], [0.4445, -0.1045, -10.6918], [-3.1419, 0.7523, -10.4019], [-3.7038, -0.8991, -10.6767], [-2.8437, -0.0832, -11.9426]], "charge": 1, "e_tot_ev": -280202.212, "molar_mass_g_mol": 1254.9, "fmax_ha_per_bohr": 0.175, "lumo_energy_ev": -5.03, "homo_lumo_gap_ev": 4.28}

3.
{"formula": "C36H85N", "method": "ωB97M-V/def2-TZVPD", "species": ["C", "C", "N", "C", "C", "C", "C", "H", "H", "H", "H", "H", "H", "H", "H", "H", "H", "H", "H", "H", "H", "H", "C", "C", "C", "C", "C", "C", "H", "H", "H", "H", "H", "H", "H", "H", "H", "H", "H", "H", "H", "H", "C", "C", "C", "C", "C", "C", "H", "H", "H", "H", "H", "H", "H", "H", "H", "H", "H", "H", "H", "H", "C", "C", "C", "C", "C", "C", "H", "H", "H", "H", "H", "H", "H", "H", "H", "H", "H", "H", "H", "H", "C", "C", "C", "C", "C", "C", "H", "H", "H", "H", "H", "H", "H", "H", "H", "H", "H", "H", "H", "H", "C", "C", "C", "C", "C", "C", "H", "H", "H", "H", "H", "H", "H", "H", "H", "H", "H", "H", "H", "H"], "coordinates": [[1.9237, -4.9406, 3.3238], [1.9468, -5.0690, 1.8228], [3.2823, -4.8346, 1.2372], [3.6508, -5.7040, 0.0734], [2.8417, -5.3200, -1.1332], [3.5809, -3.3764, 1.1187], [4.9884, -2.9983, 0.7659], [2.6528, -5.6576, 3.7195], [0.9173, -4.9996, 3.8226], [2.2895, -3.9944, 3.6538], [1.1311, -4.3985, 1.4786], [1.5382, -5.9834, 1.4167], [3.6581, -6.7128, 0.2556], [4.5711, -5.6258, -0.1090], [3.0746, -4.4025, -1.5057], [1.7859, -5.3264, -1.1597], [3.1714, -6.0092, -1.9736], [3.6150, -3.0102, 2.1361], [3.0259, -3.0155, 0.4289], [5.3353, -3.0421, -0.0841], [5.6146, -3.7112, 1.5557], [4.9142, -1.9593, 1.1062], [-0.6055, -3.2075, -2.9305], [-0.1918, -3.1924, -1.5036], [-0.7358, -1.9405, -0.7211], [-0.2922, -1.9215, 0.8249], [-1.0724, -1.1076, 1.8528], [-0.4378, -0.8890, 3.2024], [-0.0398, -4.0240, -3.5112], [-0.4366, -2.1820, -3.4738], [-1.5286, -3.3662, -2.9654], [0.9277, -2.9735, -1.4526], [-0.5368, -4.1399, -0.9492], [-1.7664, -2.0895, -0.9419], [-0.4071, -1.0574, -1.2316], [0.7445, -2.1293, 0.9032], [-0.4534, -2.7829, 1.3830], [-2.3174, -1.3117, 2.1492], [-1.2314, 0.0214, 1.3857], [-0.8679, -0.1983, 3.9563], [0.6635, -0.6280, 3.0191], [-0.2708, -1.7827, 3.6902], [-0.6756, 1.8337, -1.7854], [-2.1098, 2.2621, -1.6372], [-2.6044, 3.0872, -2.8412], [-4.0891, 3.3647, -2.8178], [-4.9739, 2.1561, -3.2200], [-6.4479, 2.4329, -3.1179], [-0.3699, 1.2486, -1.0914], [-0.0045, 2.5564, -1.7729], [-0.4142, 1.2473, -2.5424], [-2.2380, 2.8249, -0.6886], [-2.7210, 1.4331, -1.3588], [-2.1994, 2.6572, -3.6191], [-1.9901, 4.0619, -2.7085], [-4.2257, 3.9337, -3.5461], [-4.4644, 3.6508, -1.9303], [-4.7113, 1.3652, -2.5413], [-4.7036, 1.7701, -4.1737], [-7.1106, 1.5001, -3.2410], [-6.5256, 3.1015, -3.8957], [-6.7456, 3.1152, -2.2023], [-5.1227, 6.3406, 0.3494], [-4.9857, 5.5332, 1.5097], [-4.7982, 3.9440, 1.3281], [-4.6545, 3.1901, 2.7694], [-4.1782, 1.7359, 2.4654], [-3.9132, 0.9014, 3.7117], [-5.8453, 6.1061, -0.3156], [-4.1629, 6.2375, -0.3865], [-5.6357, 7.3399, 0.4711], [-5.7689, 5.7639, 2.2324], [-4.2787, 5.8294, 2.1460], [-4.0081, 3.9324, 0.5097], [-5.6993, 3.6889, 0.8576], [-5.5096, 3.0064, 3.4271], [-4.1559, 3.7843, 3.4883], [-3.2925, 1.8342, 1.9737], [-5.0847, 1.2895, 1.9142], [-3.0672, 1.4167, 4.0900], [-3.7007, -0.1930, 3.4924], [-4.7874, 1.0267, 4.1869], [3.1459, 0.6900, -1.1421], [3.9882, -0.2205, -1.9154], [3.2182, -1.2043, -2.7707], [4.0298, -2.1294, -3.6340], [3.2361, -3.1109, -4.5965], [4.0009, -4.0973, -5.5065], [2.5992, 1.4580, -1.6642], [3.7466, 1.2809, -0.4645], [2.4850, 0.1918, -0.3340], [4.8122, -0.7671, -1.2638], [4.5691, 0.3248, -2.6785], [2.4064, -0.7315, -3.4597], [2.4960, -1.9862, -2.2461], [4.7503, -2.7249, -2.9298], [4.5816, -1.4575, -4.1997], [2.5663, -2.3849, -5.3336], [2.7775, -3.7325, -3.9888], [3.2625, -4.8053, -5.9243], [4.6551, -4.7238, -4.8158], [4.6420, -3.5446, -6.2143], [0.2696, 4.5209, 1.1785], [-0.2289, 3.7902, 2.3684], [0.9481, 3.3413, 3.3716], [1.8645, 2.3937, 2.6419], [2.8358, 1.5655, 3.5134], [3.5252, 0.3819, 2.7238], [0.8892, 3.8657, 0.4581], [0.8358, 5.2967, 1.4383], [-0.5868, 4.7172, 0.5758], [-0.7018, 2.9374, 1.9794], [-1.0251, 4.4165, 2.8702], [0.5212, 2.7319, 4.1750], [1.6106, 4.1845, 3.7124], [2.4739, 2.7794, 1.9460], [1.2639, 1.5826, 2.1617], [2.2842, 1.2629, 4.2845], [3.5731, 2.2117, 3.8405], [2.6866, -0.0961, 2.0888], [4.1251, -0.2949, 3.4405], [4.1874, 0.7693, 2.1883]], "smiles": "CCN(CC)CC.CCCCCC.CCCCCC.CCCCCC.CCCCCC.CCCCCC", "de_lowest_ev": 2.161, "charge": 0, "e_tot_ev": -40185.839, "molar_mass_g_mol": 532.1, "fmax_ha_per_bohr": 0.220, "lumo_energy_ev": 0.86, "homo_lumo_gap_ev": 8.94}